78
Properties=species:S:1:pos:R:3:forces:R:3 method="wB97M-V/def2-TZVPD" multiplicity=6 homo_lumo_gap_ev="3.56 / 6.15" charge=-2 s_squared=8.834
Ru 0.113751 -0.917663 -1.119337 0.470 0.266 0.603
C -4.696444 7.142130 1.553372 -0.004 0.019 -0.008
C -5.616322 6.303294 2.422212 -0.008 0.041 0.031
O -5.347073 6.118410 3.652713 0.042 -0.060 0.005
S -6.485991 5.023252 1.466614 0.012 -0.010 -0.074
C -5.215815 3.889465 0.920536 -0.017 0.031 0.060
C -5.352394 3.188048 -0.277448 -0.042 -0.027 -0.008
C -4.378347 2.301490 -0.707517 -0.026 -0.009 -0.025
C -3.212759 2.100099 0.034850 0.010 0.021 0.021
C -3.067757 2.822878 1.224928 0.001 -0.020 0.010
C -4.050505 3.693894 1.665789 0.010 0.036 -0.002
C -2.196404 1.186030 -0.405151 0.053 -0.040 -0.017
C -1.339060 0.396506 -0.746076 0.125 0.089 0.142
H -4.195090 7.871101 2.194209 -0.025 0.028 -0.006
H -5.239576 7.669865 0.765224 0.005 -0.032 -0.018
H -3.913698 6.539700 1.061991 0.024 -0.002 0.036
H -6.239938 3.346746 -0.880393 0.000 -0.004 -0.002
H -4.506113 1.759631 -1.637183 0.003 0.002 0.002
H -2.167020 2.682397 1.811599 0.007 0.003 -0.009
H -3.931795 4.241564 2.593656 -0.012 -0.007 0.008
C 1.138454 -0.070504 4.852949 -0.031 -0.037 0.065
O 1.207618 -1.284002 4.136379 0.046 0.013 -0.090
C 0.181553 -1.550558 3.248468 -0.067 0.007 0.130
C -0.985567 -0.811647 3.175586 0.025 0.021 0.003
C -1.969028 -1.154581 2.253554 -0.024 -0.076 0.013
C -1.786318 -2.263717 1.446051 -0.005 0.007 0.052
C -0.623173 -3.018110 1.531169 0.008 0.004 -0.069
C 0.399515 -2.651438 2.402651 -0.119 -0.102 0.005
N 1.608139 -3.320634 2.517761 0.150 0.206 -0.142
C 2.141696 -4.368082 1.788628 -0.003 -0.048 0.006
C 1.880792 -4.792237 0.450052 -0.026 0.120 0.022
C 2.092720 -6.153493 0.149968 0.055 -0.037 -0.032
C 1.852648 -6.682093 -1.102707 0.004 -0.033 0.032
C 1.367907 -5.844954 -2.105975 0.000 0.019 -0.015
C 1.179926 -4.494634 -1.863366 0.032 0.018 0.038
C 1.478677 -3.912915 -0.618435 -0.129 -0.160 0.155
O 1.413202 -2.631744 -0.396636 0.102 0.224 -0.239
H 2.102807 0.054329 5.341914 -0.007 -0.012 0.004
H 0.350035 -0.098777 5.611324 -0.013 0.001 -0.020
H 0.956828 0.778343 4.189401 0.021 0.010 -0.018
H -1.130376 0.047939 3.815137 -0.011 -0.001 -0.005
H -2.855747 -0.543909 2.155196 0.016 0.029 0.006
H -2.533409 -2.528527 0.710150 -0.001 -0.006 -0.004
H -0.486415 -3.868637 0.879169 -0.012 0.007 0.030
H 2.149969 -3.027205 3.312619 -0.011 0.004 0.012
H 2.845136 -4.953968 2.369865 -0.075 -0.091 0.004
H 2.425103 -6.804191 0.953729 0.006 0.004 -0.004
H 2.009547 -7.737761 -1.290373 0.007 0.003 0.004
H 1.139492 -6.247780 -3.086531 -0.003 0.010 -0.001
H 0.805401 -3.844376 -2.638274 -0.048 0.021 -0.019
C 1.183929 -1.632601 -4.294614 -0.005 -0.062 -0.049
C 1.707190 -0.237929 -4.384144 -0.027 0.106 0.089
C 2.374132 0.208205 -5.513369 0.010 -0.008 -0.021
C 2.879237 1.498349 -5.604458 0.013 0.077 0.043
C 2.715267 2.374020 -4.530789 0.019 -0.062 -0.123
C 2.069861 1.975805 -3.379285 -0.135 -0.165 0.089
C 1.857703 2.912081 -2.228067 0.066 -0.010 0.036
C 1.554269 0.641307 -3.273567 -0.030 0.334 -0.422
N 0.969424 0.320349 -2.119970 0.385 -0.225 0.157
H 1.382356 -2.169982 -5.222942 0.005 -0.057 0.005
H 0.113079 -1.652012 -4.085470 0.049 -0.002 -0.034
H 1.660722 -2.166076 -3.468191 0.015 0.009 -0.061
H 2.498376 -0.476016 -6.347254 -0.010 -0.003 0.012
H 3.389904 1.822085 -6.503386 0.002 0.009 0.003
H 3.093034 3.389089 -4.598742 0.001 0.003 0.006
H 2.283873 3.893509 -2.442509 0.000 0.002 0.008
H 2.316676 2.510329 -1.321332 0.006 0.009 0.001
H 0.795980 3.022595 -2.002441 -0.015 0.003 -0.007
C 3.755494 0.514130 1.933981 -0.019 -0.017 0.009
C 2.341836 0.425231 1.384186 0.006 -0.019 0.069
O 2.258823 -0.428002 0.266699 0.015 0.423 -0.020
H 3.800340 1.207802 2.778053 -0.005 -0.001 -0.001
H 4.442720 0.860465 1.160852 0.005 -0.006 -0.007
H 4.091057 -0.466792 2.279057 0.002 0.002 0.003
H 2.002285 1.403321 1.035758 0.013 0.014 0.022
H 1.652690 0.098212 2.165036 -0.003 0.043 -0.012
H 2.315650 -1.379778 0.471488 -0.136 -0.083 0.083
O -0.824702 -2.046635 -1.938628 -0.746 -0.759 -0.552